Entry 1:
Here is C20H26N2O6S2 in the gas phase from OMol25. Energies are from ωB97M-V with the def2-TZVPD basis set.

```
56
Properties=species:S:1:pos:R:3:forces:R:3:nbo_charge:R:1
C 0.65179 1.51521 -1.21320 -0.331 -0.097 -0.385 -0.4652
N 1.08922 2.70208 -0.50618 0.299 -0.043 0.089 -0.4317
C 0.31325 3.78952 -0.29415 -0.311 -0.073 -0.091 0.6645
O 0.73542 4.80077 0.23389 -0.114 0.380 0.178 -0.6209
C -1.13718 3.69973 -0.75644 -0.122 0.425 -0.317 -0.1645
H -1.60766 4.67371 -0.58534 0.171 -0.187 -0.069 0.2216
H -1.21774 3.44987 -1.82076 0.039 0.041 0.160 0.2197
O -1.80263 2.71127 0.02236 -0.071 0.156 0.154 -0.5053
C -2.93482 2.20831 -0.49129 -0.107 0.145 -0.460 0.7916
O -3.42419 2.61394 -1.51750 0.077 0.008 0.155 -0.5901
C -3.51195 1.11074 0.31675 -0.179 -0.305 0.203 -0.2167
C -4.85437 0.81663 0.07604 0.116 0.137 -0.025 -0.1363
C -5.48680 -0.22357 0.72299 -0.023 -0.035 0.010 -0.2280
C -4.77368 -0.99575 1.62737 -0.014 -0.020 -0.038 -0.1786
C -3.44353 -0.72099 1.87409 -0.059 0.010 0.022 -0.2542
C -2.79554 0.31979 1.21993 0.064 0.161 0.092 0.0078
S -1.09098 0.61884 1.60062 0.473 -0.547 0.350 0.2480
C -0.37235 -1.04512 1.39310 -0.568 0.594 0.031 -0.6425
H -0.76311 -1.73521 2.14122 0.132 -0.102 -0.033 0.2333
C -0.63959 -1.56284 -0.01501 0.110 0.028 0.269 0.6780
O -1.40874 -1.00926 -0.78157 -0.065 0.077 -0.309 -0.6469
N 0.01473 -2.68433 -0.33489 0.025 -0.253 -0.346 -0.4254
C 1.00598 -3.38099 0.46275 0.314 -0.066 0.534 -0.2232
C 1.54676 -4.46232 -0.47529 -0.120 -0.014 0.044 -0.4053
H 2.40519 -4.07468 -1.02329 0.062 -0.002 -0.009 0.2080
C 0.38562 -4.71122 -1.43650 0.089 0.147 0.009 -0.4080
C -0.17332 -3.30860 -1.63408 -0.286 -0.036 -0.320 -0.2115
H 0.39110 -2.75795 -2.39485 -0.073 -0.032 -0.038 0.1915
H -1.23039 -3.28115 -1.90392 0.116 0.010 -0.048 0.2256
H -0.36255 -5.35208 -0.96829 -0.039 -0.026 -0.010 0.2024
H 0.70213 -5.16719 -2.37151 -0.036 -0.049 -0.034 0.2188
H 1.85096 -5.35729 0.06301 0.081 0.016 0.022 0.2188
H 0.53398 -3.82366 1.34815 0.090 -0.003 -0.018 0.1860
H 1.79487 -2.69666 0.78326 -0.067 -0.112 0.055 0.2296
H 0.69901 -0.92168 1.55001 -0.007 -0.060 0.072 0.2580
H -2.90242 -1.31811 2.59305 0.051 -0.018 0.056 0.2107
H -5.25541 -1.81049 2.14779 -0.044 -0.063 0.040 0.2149
H -6.52631 -0.43594 0.52574 -0.087 0.003 -0.022 0.2176
H -5.37961 1.42868 -0.64160 -0.045 0.022 -0.054 0.2358
C 2.40007 2.69357 0.12357 -0.104 0.541 -0.125 -0.0615
C 2.39191 1.79350 1.36164 0.552 -0.461 -0.254 -0.6888
H 2.85902 2.25860 2.22345 0.063 0.041 0.104 0.2577
H 1.38876 1.46740 1.61831 0.011 -0.162 0.032 0.2731
S 3.45438 0.39470 0.93024 0.447 0.025 0.505 2.1645
O 4.14847 -0.12026 2.07786 0.188 0.230 0.184 -0.9349
O 2.73080 -0.57681 0.14372 -0.209 0.153 -0.466 -0.9748
C 4.52978 1.38515 -0.14486 -0.609 -0.257 0.411 -0.6502
C 3.51987 2.25877 -0.85760 -0.128 0.280 -0.307 -0.4303
H 3.99173 3.14078 -1.29121 -0.023 -0.063 -0.028 0.2359
H 3.07979 1.68247 -1.67067 0.028 0.046 -0.041 0.2286
H 5.09890 0.74701 -0.81134 0.032 -0.195 0.062 0.2570
H 5.19268 1.93787 0.51378 0.099 0.039 0.109 0.2397
H 2.56500 3.73111 0.43553 0.044 -0.353 -0.016 0.2694
H 1.27167 0.66869 -0.92368 -0.103 0.043 -0.070 0.2355
H 0.72563 1.66123 -2.29475 0.075 -0.106 -0.021 0.1951
H -0.37361 1.25419 -0.97040 0.097 -0.020 0.007 0.2563
```
Positions in Å, forces in eV/Å.

Summary:
Spin multiplicity: 1
DFT total energy (eV): -58098.3045
ΔE to the lowest compared entry with this formula, charge and spin (eV): 0.000
HOMO (eV): -8.4
SMILES: CN(C(=O)COC(=O)c1ccccc1SCC(=O)N1CCCC1)[C@@H]1CCS(=O)(=O)C1

---

Entry 2:
Here is C20H26N3O5Ti as an isolated structure in a non-equilibrium geometry from OMol25. Energies are from ωB97M-V with the def2-TZVPD basis set.

```
55
Properties=species:S:1:pos:R:3:forces:R:3:nbo_charge:R:1
Ti -0.12404 -0.26095 -0.07417 -0.781 0.900 0.996 1.3664
C 2.04862 -1.24626 2.11087 0.116 0.743 -0.243 -0.0780
C 0.99680 -2.28560 1.87764 -0.822 0.138 0.064 -0.0789
O -0.25552 -1.55316 1.85229 0.017 -0.471 -0.001 -0.5828
C -1.44604 -2.36082 1.80436 0.703 0.199 0.075 -0.0799
C -2.59843 -1.42366 1.57241 -0.184 0.613 -0.423 -0.0820
O -2.29394 -0.48045 0.51196 -0.149 0.366 0.228 -0.5763
C -2.74079 0.89008 0.76194 0.291 -0.880 0.071 -0.0798
C -1.87295 1.52177 1.81620 0.867 0.055 0.117 -0.0854
O -0.49483 1.29215 1.45859 -0.227 0.332 0.156 -0.5880
C 0.48784 1.48976 2.49680 -0.920 0.003 -0.324 -0.0818
C 1.81453 1.17957 1.88937 0.391 -0.714 -0.397 -0.0757
O 1.78943 -0.11710 1.23955 0.059 0.099 0.386 -0.5633
H 3.03425 -1.64233 1.88895 0.186 -0.049 -0.054 0.2228
H 2.03337 -0.90057 3.14200 -0.069 -0.045 0.147 0.1919
H 1.00500 -3.01396 2.68596 -0.063 -0.090 0.144 0.2101
H 1.11347 -2.81434 0.93332 0.083 -0.009 -0.190 0.2073
H -1.59484 -2.86023 2.76030 0.008 -0.132 0.123 0.2090
H -1.33582 -3.11345 1.02821 -0.074 -0.052 -0.156 0.2060
H -2.81739 -0.85695 2.47241 -0.004 -0.033 0.193 0.1938
H -3.48765 -1.97571 1.28514 -0.170 -0.151 0.023 0.2162
H -3.78679 0.90727 1.05427 -0.161 -0.054 0.092 0.2145
H -2.63660 1.39532 -0.18549 0.090 0.085 -0.312 0.2283
H -2.04331 1.08993 2.79831 -0.101 -0.081 0.236 0.1895
H -2.06419 2.58987 1.87061 -0.075 0.220 0.019 0.2165
H 0.24739 0.82317 3.32040 -0.009 -0.131 0.251 0.1917
H 0.46027 2.52268 2.83643 0.002 0.149 0.109 0.2119
H 2.59771 1.19962 2.64139 0.125 0.028 0.147 0.2113
H 2.07164 1.89592 1.11688 -0.045 0.066 -0.193 0.2239
O 2.95454 -1.14755 -2.23550 0.014 -0.163 -0.083 -0.6341
C 1.79000 -1.01338 -1.88153 -0.317 0.988 0.169 0.5933
N 1.15150 0.15395 -1.55430 1.221 -0.889 -0.967 -0.7961
C 1.90543 1.34541 -1.85077 -0.424 0.188 0.294 -0.2638
C 1.00776 2.56834 -1.79255 -0.090 -0.133 0.019 0.2376
C 1.49552 3.80551 -2.20608 0.239 -0.043 -0.068 -0.2403
C 0.67949 4.91237 -2.15720 0.067 0.273 -0.087 -0.1473
C -0.62271 4.77163 -1.69978 -0.017 0.065 -0.033 -0.2586
C -1.02656 3.51726 -1.30815 0.150 -0.317 0.066 0.0363
N -0.24005 2.42970 -1.33940 -0.088 -0.083 0.100 -0.4593
C 0.83845 -2.17829 -1.83394 -0.670 0.162 0.081 0.1128
C 1.13929 -3.37262 -2.46630 0.381 0.163 -0.016 -0.2076
C 0.15423 -4.31862 -2.62046 -0.336 -0.292 -0.032 -0.1502
C -1.13424 -4.03337 -2.15850 0.114 -0.371 -0.247 -0.2453
C -1.35772 -2.85423 -1.50180 0.343 0.776 0.436 0.0136
N -0.38567 -1.93184 -1.27699 0.385 -1.315 -1.018 -0.5831
H 2.37606 1.28175 -2.82968 -0.011 -0.051 -0.237 0.2363
H 2.74724 1.49189 -1.16666 0.113 0.006 0.184 0.1997
H 2.51338 3.88064 -2.57314 -0.059 0.002 0.026 0.2281
H 1.04572 5.87893 -2.48184 -0.002 -0.041 0.009 0.2288
H -1.30969 5.60582 -1.65824 0.040 -0.003 -0.005 0.2304
H -2.04047 3.37525 -0.95401 -0.073 -0.076 0.039 0.1755
H 2.14417 -3.49358 -2.85532 -0.096 -0.020 0.033 0.2613
H 0.36440 -5.25549 -3.12365 -0.045 0.071 0.034 0.2338
H -1.95895 -4.71946 -2.31495 0.120 0.041 0.002 0.2357
H -2.33833 -2.59162 -1.12615 -0.046 -0.042 0.018 0.2032
```
Positions in Å, forces in eV/Å.

Summary:
Spin multiplicity: 3
DFT total energy (eV): -58979.8853
Net charge: +1
HOMO (alpha / beta) (eV): -8.6 / -11.0

---

Entry 3:
Here is a 2-piece molecular cluster, C20H26N4O4 overall in a non-equilibrium geometry from OMol25. Energies are from ωB97M-V with the def2-TZVPD basis set.

```
54
Properties=species:S:1:pos:R:3:forces:R:3:nbo_charge:R:1
C 2.50373 -2.88486 -0.43899 0.258 -0.124 0.219 -0.3931
N 1.78612 -2.51166 -1.60905 -0.090 -0.087 0.355 -0.4322
C 1.53593 -3.43102 -2.68562 0.110 -0.411 -0.115 -0.2009
C 0.88014 -2.55376 -3.74979 -0.431 -0.293 -0.292 -0.2004
N 0.99120 -1.23371 -3.19629 0.282 0.171 -0.185 -0.4281
C 0.49605 -0.06630 -3.83863 -0.291 0.328 -0.156 -0.3993
C 1.45556 -1.22313 -1.91507 0.071 1.365 0.761 0.4348
C 1.54505 -0.10196 -1.10170 0.227 -1.622 -1.083 -0.7409
H 2.24550 -2.19893 0.36823 -0.004 -0.205 0.094 0.2121
H 2.23909 -3.90671 -0.15624 -0.066 0.092 0.111 0.2003
H 3.59505 -2.85547 -0.57354 -0.052 0.053 -0.037 0.1826
H 2.45719 -3.89466 -3.06945 -0.041 0.092 0.156 0.1819
H 0.86757 -4.23954 -2.35914 0.138 0.049 -0.055 0.1895
H 1.38778 -2.64438 -4.72069 -0.102 0.126 0.151 0.1904
H -0.17223 -2.84292 -3.89386 0.113 0.077 -0.044 0.1845
H 1.13058 0.78104 -3.57113 -0.037 0.021 -0.181 0.2081
H 0.52254 -0.19813 -4.92328 0.014 0.014 0.097 0.2021
H -0.53260 0.16948 -3.53614 -0.008 0.003 -0.050 0.1982
H 1.30626 0.85793 -1.53959 0.031 -0.067 0.384 0.2138
H 2.05145 -0.20666 -0.14978 -0.103 0.278 -0.161 0.2026
C 2.24762 5.66878 2.86494 -0.550 -0.057 -0.297 -0.2565
O 0.94807 5.76591 2.24348 0.307 -0.106 -0.109 -0.4927
C 0.44288 4.69875 1.57179 -0.082 -0.734 -0.064 0.3347
C -0.84498 4.85171 0.98966 0.821 0.259 0.433 -0.2785
C -1.45988 3.77991 0.38480 0.084 -1.077 -0.063 -0.1388
C -0.84803 2.49803 0.38737 0.627 0.801 0.043 -0.1555
C -1.53587 1.32428 -0.12219 -0.546 -0.503 0.636 0.0505
C -1.62597 0.11250 0.50878 0.067 0.693 -0.381 -0.3004
C -2.26207 -0.96802 -0.26460 -0.649 -0.635 -0.946 0.6849
O -2.59586 -0.88268 -1.45135 0.458 -0.007 1.641 -0.6026
N -2.52638 -2.16470 0.42919 0.549 0.385 0.348 -0.4697
C -3.22686 -3.21036 -0.27199 -0.274 -0.320 -0.326 -0.4162
C -2.02075 -2.49429 1.69290 0.219 -0.099 0.166 0.8103
O -2.12979 -3.60695 2.20329 -0.020 1.379 -0.820 -0.6157
N -1.36835 -1.46221 2.37422 -0.523 0.083 -0.920 -0.4716
C -0.97447 -1.83939 3.70810 0.211 -0.157 0.650 -0.4129
C -1.26184 -0.12135 1.93215 0.467 0.418 1.133 0.6824
O -0.91137 0.74386 2.73527 -0.434 -1.172 -1.232 -0.5803
C 0.47262 2.39295 0.86690 -0.520 -0.283 -0.183 -0.1368
C 1.12095 3.46076 1.45533 -0.231 0.823 0.103 -0.2682
H 2.42009 6.66800 3.26705 0.080 -0.217 -0.017 0.2046
H 2.24449 4.92733 3.67664 -0.048 0.162 -0.215 0.1859
H 3.02940 5.41599 2.13445 -0.234 0.087 0.135 0.1821
H -1.32728 5.82528 1.04677 0.109 -0.199 0.007 0.2289
H -2.45914 3.86602 -0.04799 0.279 0.154 0.154 0.2150
H -2.11678 1.42352 -1.04796 0.373 -0.163 0.200 0.2357
H -3.22816 -4.07538 0.38253 -0.076 -0.065 -0.142 0.2435
H -4.25042 -2.89365 -0.47969 0.086 -0.053 -0.082 0.2091
H -2.72381 -3.43720 -1.21239 -0.083 0.004 0.034 0.2123
H -0.47540 -1.00595 4.18731 0.007 0.060 -0.066 0.2376
H -1.85127 -2.13832 4.28865 0.126 0.102 -0.006 0.2109
H -0.31734 -2.70824 3.64358 0.001 0.140 0.105 0.2157
H 0.99005 1.44002 0.74190 -0.250 0.346 0.252 0.2317
H 2.13394 3.33047 1.84083 -0.371 0.091 -0.140 0.2150
```
Positions in Å, forces in eV/Å.

Summary:
Spin multiplicity: 1
DFT total energy (eV): -35311.9491
ΔE to the lowest compared entry with this formula, charge and spin (eV): 3.337
HOMO (eV): -7.2
SMILES: COc1ccc(C=C2C(=O)N(C)C(=O)N(C)C2=O)cc1.C=C1N(C)CCN1C

---

Entry 4:
Here is a 2-piece molecular cluster, C20H26N5O5S overall in a non-equilibrium geometry from OMol25. Energies are from ωB97M-V with the def2-TZVPD basis set.

```
57
Properties=species:S:1:pos:R:3:forces:R:3:nbo_charge:R:1
O 3.66361 -0.81448 0.74470 -0.912 -0.071 -0.770 -0.5278
O -4.77196 5.33813 0.96881 -0.627 -0.134 0.064 -0.6657
O 1.42665 3.04337 -0.47545 -0.701 0.370 -0.134 -0.7924
O -1.00393 7.56156 1.71356 -0.053 -0.234 0.305 -0.6496
O 2.81472 2.85529 1.24044 0.031 0.282 0.568 -0.7764
N -1.62436 -7.74637 -1.53812 -0.715 -0.491 0.268 -0.5091
N -0.93518 -6.91328 -3.62602 -1.422 -1.007 -0.310 -0.5176
S 0.27139 -1.69724 -1.00184 0.514 -1.487 0.030 0.4505
C 2.61004 -0.71682 0.12383 1.442 -0.486 1.284 0.3738
C -3.58160 5.61635 0.93933 -0.956 0.533 -1.179 0.6843
C 1.81042 3.34078 0.67804 0.785 -0.982 -0.397 0.7496
C -0.77752 6.59143 2.42936 -0.655 0.527 -1.311 0.6712
C 0.11785 -3.42370 -1.27475 0.644 0.416 0.351 -0.3870
C 1.88600 -1.91282 -0.34672 -0.425 -0.817 -0.472 -0.3008
C 2.28058 -3.24497 -0.36164 -0.640 0.020 -0.266 0.0072
C 1.23869 -4.12644 -0.89582 0.268 1.373 0.185 -0.0778
C -1.75345 -7.63231 -2.86109 0.530 0.243 0.611 0.4313
C -0.62208 -7.10084 -0.94515 0.189 0.263 -0.941 0.1010
C 0.03784 -6.27727 -3.02271 0.550 0.582 -1.171 0.4148
C 0.26892 -6.33403 -1.66929 0.429 -0.047 2.050 -0.1709
N 0.79752 -5.53469 -3.86034 0.916 0.461 -0.032 -0.7898
N 0.01035 6.69732 3.51010 0.278 -0.422 1.174 -0.6057
N -2.78080 5.05763 1.84753 1.712 0.338 0.987 -0.6040
C -3.08439 6.56214 -0.13168 0.304 -0.273 0.193 -0.7025
C 3.60411 -3.82129 0.09325 -0.115 0.424 -0.101 -0.6488
C -2.88065 -8.34731 -3.52930 -0.201 -0.266 0.089 -0.6500
C 1.42214 -5.62661 -0.99444 -0.443 0.278 -0.260 -0.4330
C 0.63769 7.94229 3.94752 -0.219 -0.210 -0.590 -0.4108
C 0.99479 4.35565 1.48990 -0.811 0.113 -0.082 -0.5126
C -0.48860 4.40368 1.08865 0.561 0.513 0.114 -0.3883
C -1.33112 5.18037 2.11796 0.081 -0.639 0.103 -0.1151
H 2.17059 0.26538 -0.01963 -0.298 0.494 -0.290 0.1913
H -0.77514 -3.87090 -1.69853 0.061 0.307 0.070 0.2377
H -0.50783 -7.18668 0.13124 -0.122 -0.112 -0.011 0.1921
H 0.69271 -5.73696 -4.84685 0.160 0.208 0.348 0.4068
H 1.64489 -5.11309 -3.49750 -0.314 -0.061 -0.446 0.3962
H 0.24109 5.85257 4.00972 -0.006 0.131 -0.091 0.3979
H -3.28426 4.42968 2.45007 -0.044 0.011 0.106 0.4017
H -3.76386 6.52192 -0.97957 -0.128 -0.114 0.149 0.2242
H -3.06826 7.57099 0.27282 0.153 0.017 -0.033 0.2477
H -2.08793 6.28821 -0.46018 0.180 0.227 0.005 0.2271
H 4.03291 -4.44212 -0.69688 -0.093 -0.158 0.045 0.2030
H 3.45328 -4.43725 0.98416 0.058 -0.057 -0.065 0.2157
H 4.34284 -3.05678 0.33133 -0.283 0.065 0.038 0.2642
H -2.49212 -8.99754 -4.31715 -0.081 0.144 -0.024 0.2241
H -3.56600 -7.62142 -3.97350 0.079 -0.088 -0.070 0.2281
H -3.42994 -8.95706 -2.80709 0.137 0.162 -0.087 0.2277
H 1.56229 -6.02645 0.01547 0.020 -0.082 -0.132 0.2287
H 2.33827 -5.84097 -1.55332 0.144 -0.022 0.122 0.2123
H -0.11448 8.73174 4.00542 0.089 -0.053 -0.025 0.2094
H 1.39945 8.23823 3.22339 0.004 0.133 0.091 0.2052
H 1.10057 7.80874 4.92597 -0.103 -0.136 -0.128 0.2004
H 1.43464 5.34747 1.36544 0.140 0.018 0.036 0.2033
H 1.05402 4.09026 2.54918 0.260 -0.043 0.032 0.1817
H -0.57334 4.85648 0.10310 -0.079 -0.120 -0.089 0.2190
H -0.87269 3.38319 1.03884 -0.098 0.097 -0.090 0.2171
H -1.18934 4.62685 3.04541 -0.172 -0.138 0.177 0.1892
```
Positions in Å, forces in eV/Å.

Summary:
Spin multiplicity: 1
DFT total energy (eV): -49688.3502
Net charge: -1
HOMO (eV): -4.5

---

Q: The lowest DFT total energy belongs to which entry?
A: C20H26N3O5Ti

---

Q: Which of these has the highest spin multiplicity?
A: C20H26N3O5Ti

---

Q: Among the records above, which one has the highest spin multiplicity?
A: C20H26N3O5Ti

---

Q: What is the formula in the third record?
A: C20H26N4O4